DFT (ωB97M-V/def2-TZVPD) results for C15H14I2N2OPdS as an isolated structure.

```
36
Properties=species:S:1:pos:R:3
Pd 0.12169 0.23928 -0.98822
I -1.84755 -5.61310 -2.04005
C -1.12796 -4.64951 -0.33714
C -1.18198 -5.31373 0.87915
C -0.69042 -4.72546 2.01588
I -0.79559 -5.81427 3.81038
C -0.13049 -3.42026 1.96957
C 0.41127 -2.75705 3.08971
C 0.94077 -1.50716 2.95383
C 0.90316 -0.89028 1.69621
N 0.38480 -1.47365 0.63413
C -0.09885 -2.72522 0.73041
C -0.57018 -3.34717 -0.53667
O -0.46637 -2.79513 -1.62701
H -1.60901 -6.30676 0.92669
H 0.41281 -3.25292 4.05212
H 1.37862 -0.98866 3.79715
H 1.30840 0.10216 1.54476
C -0.40834 3.35737 0.16924
C -0.53197 3.20614 -1.34737
C -1.77471 3.96921 -1.82242
C 0.71548 3.80498 -2.01295
C -0.68082 1.74662 -1.76206
H -0.31554 4.41200 0.45953
H 0.46918 2.81543 0.52386
H -1.28019 2.92106 0.66165
H -1.72372 5.02316 -1.52439
H -2.67858 3.53131 -1.39129
H -1.86264 3.92411 -2.91151
H 0.85079 4.85710 -1.73070
H 0.62607 3.75146 -3.10153
H 1.60750 3.24880 -1.72527
H -0.78504 1.76923 -2.86703
S 4.86759 1.50681 -0.60615
C 3.32145 0.90627 -0.74331
N 2.24036 0.48788 -0.83922
```

Output
LUMO level in Ha: 0.136
Multiplicity: 1
Net charge: -2
DFT total energy in Eh: -1886.196665
HOMO in eV: -0.6
Frontier orbital gap in eV: 4.3

DFT (ωB97M-V/def2-TZVPD) results for C15H14N2O3PtS3 as an isolated structure.

```
38
Properties=species:S:1:pos:R:3
Pt -0.18836 -0.29709 -0.45916
O 3.36975 -0.25208 1.60188
C 2.18284 -0.32079 1.33432
O 1.71575 -0.68548 0.18638
C 1.19013 0.07735 2.41708
C 1.55700 1.08953 3.29586
C 0.66511 1.48597 4.27015
C -0.55132 0.83120 4.35762
C -0.81366 -0.19150 3.46152
N 0.02159 -0.56869 2.48998
H 2.53415 1.53801 3.18886
H 0.91347 2.28791 4.95332
H -1.28579 1.09789 5.10516
H -1.75518 -0.72957 3.51998
S -2.31338 0.42300 -1.13797
C -1.57464 1.89663 -0.65125
N -0.32743 1.69612 -0.29915
C 0.33716 2.84275 0.09157
C 1.67249 2.95700 0.46594
C 2.14129 4.20564 0.82654
C 1.30704 5.32665 0.80962
C -0.01519 5.22229 0.41686
C -0.49227 3.96955 0.05442
S -2.08946 3.53837 -0.51812
H 2.32214 2.09162 0.45456
H 3.17683 4.31662 1.11978
H 1.70198 6.29224 1.09565
H -0.65684 6.09273 0.38605
C 0.25609 -4.77245 -0.16746
S 0.09187 -3.13359 0.51645
C -1.44751 -3.35732 1.39514
O -0.31974 -2.34046 -0.73647
H 0.38145 -5.48154 0.64982
H 1.14574 -4.76715 -0.79308
H -0.62653 -5.00278 -0.76154
H -1.26983 -3.99631 2.26009
H -2.19028 -3.78544 0.72432
H -1.73888 -2.36134 1.71955
```

Output
LUMO level in Ha: 0.010
Multiplicity: 1
DFT total energy in Eh: -2229.146137
HOMO in eV: -7.9
Frontier orbital gap in eV: 8.2

DFT (ωB97M-V/def2-TZVPD) results for C15H14N2O6 as an isolated structure in a non-equilibrium geometry.

```
37
Properties=species:S:1:pos:R:3
O 3.26167 -2.71197 3.83743
C 2.36290 -2.35258 3.00655
N 0.98526 -2.53845 3.36568
C 0.02708 -2.24167 2.64824
C -1.04524 -2.79173 2.87242
C -2.25429 -2.45063 2.22217
C -2.06307 -1.57694 1.21667
C -0.83545 -1.26105 0.68709
C 0.22044 -1.52847 1.58055
N 1.52707 -0.88593 1.37924
C 1.67838 0.23941 1.14828
O 2.98727 0.49978 0.95194
C 0.92663 1.41733 0.96791
H -0.18986 1.14939 1.72423
O 0.28013 1.34646 -0.36188
C 0.11009 2.67240 -0.75276
O 0.51289 3.80450 -0.34895
C -0.36547 2.53420 -2.17737
C -0.54984 3.51966 -3.21498
O -1.02945 3.54476 -4.24654
C -1.52665 2.20190 -4.68112
H -1.75426 2.21364 -5.56721
C -0.90935 1.09118 -4.04622
H -1.36714 0.20794 -4.15093
O -0.78409 0.97536 -2.84354
H 0.19575 1.16392 -4.55936
H -2.43135 2.37089 -4.22426
H -0.26066 4.44713 -2.83492
H 1.15212 2.41157 1.41159
C 2.54292 -1.78585 1.74824
H 3.42695 -1.42953 1.59561
H 2.62096 -2.79044 0.95206
H -0.77185 -0.53427 -0.13511
H -2.82117 -1.43838 0.38038
H -3.23565 -2.87964 2.38620
H -1.60157 -3.47614 3.79925
H 0.97788 -3.13772 4.26343
```

Output
LUMO level in Ha: 0.011
Multiplicity: 1
DFT total energy in Eh: -1140.390617
HOMO in eV: -8.8
Frontier orbital gap in eV: 9.1

DFT (ωB97M-V/def2-TZVPD) results for C15H14N3O5Ti as an isolated structure.

```
38
Properties=species:S:1:pos:R:3
Ti 0.24872 -0.08214 0.21240
O 1.96592 -3.82769 0.94039
C 1.30448 -2.71726 0.92799
O 1.35626 -1.88897 0.00462
C 0.43897 -2.42094 2.08741
C 0.24682 -3.12843 3.25219
C -0.61849 -2.58075 4.20479
C -1.26225 -1.37414 3.97034
C -1.03013 -0.73981 2.75900
N -0.19723 -1.26266 1.86828
C -1.60917 0.58291 2.27060
O -2.27497 1.28519 2.96456
O -1.24578 0.80856 1.01021
H 2.52011 -3.94349 0.14606
H 0.75468 -4.06758 3.42349
H -0.78455 -3.10693 5.13551
H -1.93134 -0.92604 4.69260
C 1.45574 3.70654 0.65295
C 1.43785 2.47148 -0.16770
O 1.58835 1.32760 0.38446
N 1.26629 2.54214 -1.47451
C 1.36883 1.38982 -2.37564
C 0.04535 0.72565 -2.69910
C -0.58486 0.95438 -3.90593
C -1.77498 0.29833 -4.19273
C -2.30234 -0.57616 -3.25837
C -1.62703 -0.75451 -2.06879
N -0.47534 -0.12785 -1.78666
H 2.25532 3.63161 1.38826
H 0.51133 3.76560 1.20118
H 1.57766 4.60696 0.05659
H 1.15575 3.45803 -1.88690
H 2.05470 0.66662 -1.93013
H 1.82925 1.73601 -3.29803
H -0.14496 1.63147 -4.62563
H -2.27824 0.46686 -5.13526
H -3.22325 -1.11039 -3.44134
H -2.01746 -1.42001 -1.30718
```

Output
LUMO level (alpha / beta) in Ha: -0.275 / -0.276
Multiplicity: 2
Net charge: +2
DFT total energy in Eh: -1969.593194
HOMO (alpha / beta) in eV: -15.1 / -16.4
Frontier orbital gap (alpha / beta) in eV: 7.6 / 8.9

DFT (ωB97M-V/def2-TZVPD) results for an isolated molecule of C15H14N4O5S2 in a non-equilibrium geometry.

```
40
Properties=species:S:1:pos:R:3
C 3.37769 0.07759 5.92064
O 2.34033 1.07093 5.69618
C 1.94341 1.35005 4.43109
C 2.56491 0.87080 3.28217
C 2.01410 1.09338 1.99314
C 0.84177 1.88667 1.85928
S -0.01201 1.97244 0.25508
O 0.90651 2.61319 -0.72905
O -1.24521 2.76481 0.43878
N -0.29341 0.29237 -0.22521
N -0.41933 -0.83364 0.65367
C -0.46159 -1.96299 -0.12855
O -0.61600 -3.12844 0.17469
C -0.21586 -1.53172 -1.48803
C -0.14049 -0.16546 -1.52465
N -0.06585 0.69860 -2.60180
C -0.07595 0.37156 -3.93068
O 0.65801 0.98928 -4.66518
N -0.69321 -0.72017 -4.48695
C -1.99849 -1.15066 -4.20374
C -2.39380 -2.35543 -4.76267
C -3.78929 -2.60105 -4.51555
C -4.37755 -1.65079 -3.71374
S -3.25907 -0.36005 -3.26634
C 0.32609 2.53052 2.99689
C 0.84825 2.22153 4.27398
H 3.60670 0.00493 7.02172
H 4.31270 0.32856 5.38222
H 3.03986 -0.90534 5.53220
H 3.41304 0.23216 3.41269
H 2.48649 0.65175 1.12174
H -0.93992 -0.80623 1.52193
H -0.14496 -2.21416 -2.34787
H 0.35914 1.62479 -2.42681
H -0.39850 -0.92488 -5.45060
H -1.72110 -2.95703 -5.37483
H -4.32234 -3.48556 -4.87117
H -5.36245 -1.74216 -3.33124
H -0.49780 3.23398 2.91633
H 0.40519 2.61590 5.16025
```

Output
LUMO level in Ha: 0.000
Multiplicity: 1
DFT total energy in Eh: -1971.508184
HOMO in eV: -8.3
SMILES: COc1ccc(S(=O)(=O)n2[nH]c(=O)cc2NC(=O)Nc2cccs2)cc1
Frontier orbital gap in eV: 8.3

DFT (ωB97M-V/def2-TZVPD) results for C15H15BrN4NdO2S as an isolated structure in a non-equilibrium geometry.

```
39
Properties=species:S:1:pos:R:3
Nd 0.70526 0.50383 1.43744
C -0.98467 -0.39674 3.24935
C 0.06006 -1.36025 3.12471
C 1.18598 -0.81805 3.69197
C 0.90807 0.57753 4.11346
C -0.47394 0.78460 3.83951
H -2.02144 -0.51726 3.04807
H 0.00352 -2.41094 2.80171
H 2.11563 -1.33980 3.75117
H 1.63319 1.27450 4.63349
H -0.97805 1.63064 4.27733
C -2.17497 3.78098 -2.46694
C -1.03541 4.10305 -1.57176
N -0.42337 5.21941 -1.55293
N 0.51626 5.08538 -0.50216
C 0.47360 3.88330 0.04973
S 1.68138 3.24876 1.13922
N -0.57103 3.24310 -0.61049
N -1.00453 1.94703 -0.23897
H -2.27608 4.65017 -3.09348
H -3.11394 3.76739 -1.92422
H -2.00633 2.88214 -3.04788
H 1.25943 5.80303 -0.36148
H -1.95442 2.07155 0.09106
H -0.89976 1.26304 -0.95591
Br 0.24724 -6.73699 -3.33409
C 0.52274 -5.00161 -2.63459
C 1.62743 -4.80754 -1.84344
C 1.77483 -3.68544 -1.09444
C 0.77452 -2.73956 -1.18140
C -0.29797 -2.87018 -2.07464
C -0.47831 -4.01525 -2.79362
C 0.85544 -1.53101 -0.36406
O 0.06486 -0.55033 -0.52867
O 1.61528 -1.52403 0.65901
H 2.24595 -5.69943 -1.68368
H 2.70404 -3.54872 -0.55190
H -0.94577 -2.01133 -2.06390
H -1.33476 -4.15497 -3.43258
```

Output
LUMO level (alpha / beta) in Ha: -0.112 / -0.110
Multiplicity: 4
Net charge: +1
DFT total energy in Eh: -4483.587982
HOMO (alpha / beta) in eV: -11.5 / -11.5
Frontier orbital gap (alpha / beta) in eV: 8.5 / 8.5

What did the fifth record say?
DFT (ωB97M-V/def2-TZVPD) results for an isolated molecule of C15H14N4O5S2 in a non-equilibrium geometry.

```
40
Properties=species:S:1:pos:R:3
C 3.37769 0.07759 5.92064
O 2.34033 1.07093 5.69618
C 1.94341 1.35005 4.43109
C 2.56491 0.87080 3.28217
C 2.01410 1.09338 1.99314
C 0.84177 1.88667 1.85928
S -0.01201 1.97244 0.25508
O 0.90651 2.61319 -0.72905
O -1.24521 2.76481 0.43878
N -0.29341 0.29237 -0.22521
N -0.41933 -0.83364 0.65367
C -0.46159 -1.96299 -0.12855
O -0.61600 -3.12844 0.17469
C -0.21586 -1.53172 -1.48803
C -0.14049 -0.16546 -1.52465
N -0.06585 0.69860 -2.60180
C -0.07595 0.37156 -3.93068
O 0.65801 0.98928 -4.66518
N -0.69321 -0.72017 -4.48695
C -1.99849 -1.15066 -4.20374
C -2.39380 -2.35543 -4.76267
C -3.78929 -2.60105 -4.51555
C -4.37755 -1.65079 -3.71374
S -3.25907 -0.36005 -3.26634
C 0.32609 2.53052 2.99689
C 0.84825 2.22153 4.27398
H 3.60670 0.00493 7.02172
H 4.31270 0.32856 5.38222
H 3.03986 -0.90534 5.53220
H 3.41304 0.23216 3.41269
H 2.48649 0.65175 1.12174
H -0.93992 -0.80623 1.52193
H -0.14496 -2.21416 -2.34787
H 0.35914 1.62479 -2.42681
H -0.39850 -0.92488 -5.45060
H -1.72110 -2.95703 -5.37483
H -4.32234 -3.48556 -4.87117
H -5.36245 -1.74216 -3.33124
H -0.49780 3.23398 2.91633
H 0.40519 2.61590 5.16025
```

Output
LUMO level in Ha: 0.000
Multiplicity: 1
DFT total energy in Eh: -1971.508184
HOMO in eV: -8.3
SMILES: COc1ccc(S(=O)(=O)n2[nH]c(=O)cc2NC(=O)Nc2cccs2)cc1
Frontier orbital gap in eV: 8.3

Q: Number 6 is which compound?
A: C15H15BrN4NdO2S